Record 1
The following is a DFT calculation (ωB97M-V/def2-TZVPD) of a cluster of 7 separate species, C54H120ClN6 in total.

Results
E_tot = -79362.3732 eV
energy relative to the best compared isomer or geometry (same formula, charge and spin) = 0.000 eV
frontier orbital gap = 0.18439 Eh

The geometry in ORCA input format:
```
! RIJCOSX wB97M-V def2-TZVPD def2/J DEFGRID3
* xyz 5 1
Cl -2.883 1.094 -0.613
N 3.228 5.349 -11.656
N 1.711 7.361 1.893
N -4.423 -6.877 -2.487
N -9.861 -1.636 6.633
N 2.218 -4.060 8.242
N 6.958 -1.426 -1.924
C 2.644 5.764 -13.076
C 0.757 -1.970 7.974
C 1.965 -5.485 8.891
C 0.984 -3.240 8.763
C 4.362 7.611 -13.274
C 3.712 6.672 -11.010
C 5.484 -1.575 -1.388
C -10.818 -1.766 7.815
C 4.477 -1.435 -2.607
C -11.851 -2.248 5.148
C 0.595 -2.180 6.470
C -8.828 0.133 4.969
C -10.406 -2.595 5.542
C 3.693 6.379 -13.938
C 0.660 6.612 2.722
C 6.269 -2.434 -4.186
C -3.715 -4.743 -5.833
C -9.755 -0.146 6.178
C 7.193 0.047 -2.468
C -8.428 -2.174 7.083
C -4.055 -6.560 -3.978
C 2.121 -4.265 6.679
C -4.153 -5.127 -4.392
C 8.042 -1.843 -0.855
C -4.646 -8.409 -2.253
C 4.708 -4.413 8.916
C -2.267 -8.748 -1.612
C 7.812 -1.219 0.552
C -2.078 -7.201 -1.549
C 2.854 6.309 1.863
C -8.537 1.625 4.662
C 4.259 4.212 -11.753
C 1.867 -2.894 5.953
C 4.739 -2.441 -3.758
C 2.261 4.219 -9.537
C 5.879 -3.862 9.641
C 4.884 7.267 -11.899
C -5.712 -6.192 -2.079
C 1.053 7.616 0.445
C 2.254 8.706 2.542
C -3.370 -6.362 -1.534
C 1.282 8.122 4.774
C -12.848 -2.364 6.338
C 0.829 4.102 -8.822
C -12.316 -1.474 7.569
C 2.094 8.320 -0.532
C 7.296 -2.469 -3.044
C 0.849 6.773 4.214
C 1.507 8.419 -1.889
C 1.984 4.843 -10.927
C 8.879 -1.737 1.583
C 3.560 -3.391 8.771
C -3.381 -9.285 -2.553
C 2.411 8.732 4.048
H 5.320 -0.834 -0.606
H 2.666 3.231 -9.754
H 5.184 4.342 -12.314
H 6.370 -3.385 -4.709
H -8.520 -3.092 7.663
H 3.253 -3.023 9.751
H -10.306 -1.073 8.484
H 7.280 -3.479 -2.635
H 2.439 9.305 -0.216
H -9.368 0.270 7.108
H -9.349 -0.394 4.170
H -3.998 -5.457 -6.607
H 8.761 -2.818 1.508
H 1.767 -3.042 4.878
H -10.726 -2.761 8.250
H 6.320 -3.078 9.026
H -12.890 -1.622 8.483
H 3.315 6.675 -14.916
H 6.847 -1.509 0.970
H -5.215 -4.913 -4.271
H 1.611 6.106 4.615
H 9.031 -1.478 -1.131
H 0.576 5.550 2.490
H -9.452 2.157 4.401
H -0.143 -1.494 8.361
H 5.502 -2.548 -0.897
H 0.574 8.969 -2.011
H -5.943 -6.399 -1.034
H 3.076 -4.623 6.294
H 2.972 4.880 -9.040
H -13.018 -3.404 6.618
H 0.438 5.068 -8.504
H 4.561 4.065 -10.716
H 0.393 -1.224 5.987
H -4.654 -7.196 -4.631
H 5.023 -4.773 7.937
H 9.871 -1.425 1.259
H 0.086 3.686 -9.502
H -4.030 -3.701 -5.897
H 0.808 3.482 -7.926
H 1.335 -4.985 6.452
H 0.384 8.733 4.679
H 4.055 -2.106 -4.538
H -12.367 -0.411 7.329
H -11.774 -1.318 4.585
H -9.720 -2.564 4.695
H 2.800 7.269 -11.029
H 3.659 8.443 -13.242
H 2.299 -5.405 9.925
H 0.115 -3.896 8.816
H 6.442 -1.663 -4.936
H 1.530 -1.260 8.270
H -5.389 -8.699 -2.996
H -3.028 -6.877 -4.161
H -5.025 -8.457 -1.232
H 2.966 7.666 -0.517
H -10.773 0.232 6.078
H 3.252 8.093 4.316
H -3.702 -4.556 -3.580
H 3.800 -2.522 8.159
H 7.731 -0.140 0.428
H 2.589 -6.116 8.258
H 3.443 -1.515 -2.271
H 3.997 6.595 -9.961
H 5.640 -3.445 10.619
H 5.757 6.618 -11.968
H -5.603 -5.116 -2.210
H 8.302 -2.301 -3.429
H 0.136 8.190 0.586
H 1.356 5.719 -10.769
H 4.516 -0.422 -3.009
H -3.505 -10.359 -2.407
H 2.744 -2.266 6.107
H -0.193 -2.894 6.230
H -1.388 -9.361 -1.809
H 0.972 -5.880 8.678
H 5.328 8.197 -11.547
H 1.191 -2.976 9.800
H -1.424 -6.893 -2.366
H 1.454 4.165 -11.596
H -0.050 6.412 4.715
H -2.511 -9.152 -0.629
H -10.486 -3.556 6.049
H 0.663 6.658 0.102
H 3.770 3.288 -12.062
H 4.388 -5.286 9.484
H 2.169 4.869 -13.479
H -3.084 -5.324 -1.705
H 2.647 9.721 4.441
H 4.449 -3.392 -3.310
H -1.522 -6.998 -0.634
H -0.271 7.137 2.509
H 6.518 -4.740 9.741
H 2.017 9.089 -2.581
H 3.198 8.898 2.032
H 8.637 -1.268 2.537
H 6.966 0.743 -1.660
H -12.140 -3.025 4.440
H 3.795 6.815 1.647
H 1.285 7.484 -2.403
H 2.894 5.884 2.866
H -7.761 -2.269 6.225
H 5.197 7.979 -13.871
H 1.530 9.483 2.297
H -7.853 1.593 3.814
H 4.415 5.591 -14.153
H 1.820 6.453 -12.892
H 6.426 0.149 -3.236
H -7.932 -1.450 7.728
H -6.518 -6.582 -2.700
H -3.890 -6.349 -0.576
H 1.401 8.045 5.855
H 8.202 0.164 -2.863
H 8.019 -2.932 -0.848
H -2.626 -4.700 -5.843
H -13.826 -1.959 6.080
H -7.909 -0.451 5.015
H 2.664 5.521 1.135
H -8.028 2.137 5.479
H -2.996 -9.273 -3.572
*
```

Record 2
The following is a DFT calculation (ωB97M-V/def2-TZVPD) of a cluster of 15 separate species, C54H121Br2N11O6 in total.

Results
E_tot = -226615.2682 eV
frontier orbital gap = 0.03572 Eh

The geometry in ORCA input format:
```
! RIJCOSX wB97M-V def2-TZVPD def2/J DEFGRID3
* xyz 6 1
Br -2.708 4.472 -4.188
Br 0.798 -6.525 -0.943
O -1.901 7.417 -6.699
O 3.388 13.695 10.416
O 7.557 9.453 12.064
O -6.795 -12.576 -4.645
O 2.065 5.640 -3.530
O -10.515 -14.380 -7.387
N 4.961 11.027 12.411
N 14.007 -0.909 10.703
N -8.570 -15.041 -4.813
N -0.672 -7.815 8.378
N -6.427 4.189 1.306
N 13.266 -1.929 8.929
N -6.913 4.198 -7.764
N 0.727 6.788 -5.645
N 4.980 -3.391 -3.344
N -6.284 6.366 1.325
N 0.544 -7.095 6.836
C 1.214 -6.201 5.907
C 0.379 8.084 -6.255
C -7.522 4.658 0.610
C -1.887 -7.872 9.219
C -7.689 3.470 -6.648
C 3.489 -2.955 -3.243
C 14.500 -0.588 12.024
C 6.175 -2.354 -3.749
C 2.208 6.508 -5.722
C -0.410 -6.790 7.659
C -2.420 7.905 -7.989
C -5.823 -11.640 -4.694
C -5.981 3.305 -8.487
C 3.373 14.311 9.287
C -7.096 -15.050 -4.340
C -9.220 4.946 -7.739
C 0.838 -8.446 6.933
C -6.483 1.956 -8.935
C 4.053 12.266 12.312
C 6.764 9.625 13.207
C -8.788 4.510 -6.370
C -6.743 -13.739 -3.672
C 5.034 -4.411 -4.469
C -8.039 4.907 -8.676
C 14.349 -0.200 9.603
C -5.710 5.286 1.696
C 7.210 -3.364 -4.163
C -11.633 -13.865 -7.583
C -4.506 8.034 0.978
C 8.752 8.849 12.419
C 6.099 10.975 13.376
C -10.263 -15.797 -6.616
C -6.110 2.089 -11.463
C 5.500 -3.851 -2.022
C 13.269 -1.973 10.298
C -1.100 8.424 -6.099
C -6.090 2.760 1.505
C -5.877 7.799 1.594
C 4.443 13.070 11.129
C 2.577 5.362 -4.745
C 13.295 -3.744 7.189
C 1.658 -4.038 -1.646
C 13.921 -0.845 8.480
C 3.003 5.940 -2.419
C 1.297 -6.838 4.604
C 0.087 -8.890 7.923
C -7.429 6.004 0.665
C 6.478 -4.370 -4.962
C -8.890 -15.831 -6.087
C -6.048 5.452 -7.275
C -5.814 1.286 -10.201
C 12.462 -2.798 8.055
C 0.307 -4.764 -1.650
C 2.431 -3.998 -2.924
H 5.306 -3.075 -1.239
H 14.565 0.516 12.123
H 12.931 -2.725 11.000
H -8.200 2.670 -7.176
H -5.312 5.056 -6.612
H -4.816 1.513 -9.901
H -3.505 7.725 -7.984
H 2.535 6.351 -1.615
H -7.519 -13.531 -3.020
H 4.806 -5.405 -4.081
H 3.735 6.683 -2.860
H -5.918 2.197 0.612
H -1.360 8.282 -5.067
H -9.857 4.168 -8.114
H 2.690 7.375 -5.260
H -5.063 3.114 -7.964
H -0.099 -9.876 8.329
H -0.555 -4.478 -0.894
H -7.042 3.045 -5.876
H 6.903 -5.333 -4.862
H -1.965 7.285 -8.821
H 0.455 7.923 -7.358
H -5.867 7.984 2.669
H 8.061 -3.084 -4.830
H -9.713 5.903 -7.754
H -0.922 -5.889 7.768
H 12.689 -3.991 6.301
H -7.595 5.863 -8.900
H 3.633 5.218 -4.889
H -2.355 1.539 5.664
H 6.377 -1.698 -2.841
H 2.887 -5.038 -2.887
H -8.116 -15.487 -6.829
H 5.620 11.202 14.326
H -2.284 -6.879 9.470
H 15.443 -1.041 12.248
H -8.958 -15.477 -4.007
H -6.254 1.314 -12.203
H -5.362 2.885 -11.695
H -8.266 4.044 0.183
H 5.931 -6.876 11.934
H -11.058 -15.997 -5.893
H 1.410 -9.049 6.291
H -12.539 -14.433 -7.227
H 2.626 6.194 -6.678
H -5.033 -11.767 -3.858
H -8.177 6.754 0.392
H 0.485 -5.332 5.867
H 2.937 12.079 12.105
H 5.331 10.912 11.457
H 5.276 12.624 10.304
H 13.531 -4.661 7.731
H -2.043 8.883 -8.064
H 2.015 -3.551 -0.713
H 7.736 -3.711 -3.258
H 5.939 8.778 13.002
H 5.864 -1.768 -4.604
H -8.209 4.263 -9.580
H -6.249 1.266 -8.196
H -5.747 3.829 -9.475
H 0.221 -4.603 -2.750
H -5.590 -11.173 -5.731
H 14.052 -0.691 7.402
H 6.741 11.759 12.964
H -3.791 7.439 1.576
H -6.069 0.276 -10.195
H 14.178 -3.221 6.758
H 4.759 -7.672 3.039
H 6.570 -4.068 -2.078
H 0.322 -7.308 4.373
H -11.184 -12.737 -10.341
H -11.506 -12.911 -8.064
H -6.668 8.434 1.225
H -2.635 -8.411 8.677
H -5.257 2.680 2.206
H 11.841 -2.163 7.463
H -7.524 2.086 -9.207
H 2.002 -7.713 4.694
H 0.431 6.768 -4.659
H 5.031 -4.839 -1.813
H 3.604 5.011 -2.270
H -6.630 -10.775 -5.231
H 5.125 13.859 11.372
H -4.500 7.707 -0.076
H 4.535 10.084 12.515
H 0.221 5.982 -5.995
H -6.993 2.799 -11.552
H 0.675 14.094 3.962
H -4.163 9.078 1.095
H -5.739 -13.798 -3.477
H 4.196 14.191 8.700
H 0.963 8.999 -5.898
H 3.400 -2.338 -2.313
H 15.078 0.561 9.695
H -4.763 5.355 2.131
H -5.571 5.886 -8.120
H 13.843 -0.906 12.817
H -1.618 -8.180 10.193
H 7.185 9.097 14.077
H 2.781 -3.748 3.846
H -8.941 -14.107 -4.779
H -7.065 -15.879 -3.519
H 4.310 12.763 13.283
H 11.754 -3.296 8.769
H -8.768 -16.898 -6.005
H 4.369 -4.011 -5.226
H -6.522 -15.475 -5.143
H -10.366 -16.464 -7.463
H -8.398 5.287 -5.721
H 1.599 -6.247 3.700
H -1.306 9.462 -6.410
H -9.660 4.135 -5.814
H 3.371 -2.283 -4.113
H 6.587 -4.050 -5.994
H 2.138 -5.738 6.271
H 2.115 4.505 -5.153
H -6.993 2.235 1.874
H 9.276 9.212 13.374
H 9.290 8.330 11.560
H 1.480 -4.013 -3.686
H -6.686 6.206 -6.752
*
```